No. 1
DFT (the ωB97M-V functional and the def2-TZVPD basis) results for a cluster of 9 separate species, C35H50N6O9 in total at a distorted geometry.

CARTESIAN COORDINATES (ANGSTROEM)
O 1.41 -0.11 1.84
C 0.77 -0.66 1.00
O 0.40 -1.95 1.07
C -0.48 -2.25 -0.01
C -0.14 -1.14 -1.02
O 0.40 -0.12 -0.18
H -0.25 -3.23 -0.42
H -1.51 -2.18 0.31
H -1.05 -0.79 -1.51
H 0.54 -1.42 -1.82
O 2.27 -3.01 6.60
C 2.99 -2.48 5.82
O 4.30 -2.80 5.66
C 4.93 -1.82 4.85
C 3.77 -0.98 4.27
O 2.62 -1.52 4.95
H 5.54 -1.20 5.51
H 5.58 -2.22 4.07
H 3.63 -1.14 3.21
H 3.87 0.07 4.53
O 3.41 -2.89 -0.79
C 3.07 -3.52 0.15
O 2.23 -4.58 0.12
C 1.84 -4.94 1.44
C 2.81 -4.14 2.33
O 3.46 -3.25 1.42
H 0.81 -4.66 1.64
H 1.95 -6.01 1.58
H 3.56 -4.81 2.76
H 2.32 -3.55 3.10
C -5.22 2.29 -2.24
C -3.97 2.88 -2.40
C -2.85 2.16 -2.05
N -2.90 0.92 -1.55
C -4.09 0.36 -1.44
C -5.28 1.00 -1.76
H -6.10 2.82 -2.56
H -3.88 3.86 -2.84
H -1.86 2.59 -2.14
H -4.11 -0.68 -1.11
H -6.22 0.47 -1.70
C -2.65 -3.60 -2.37
C -1.54 -3.73 -3.19
C -0.68 -4.80 -2.98
N -0.84 -5.67 -1.99
C -1.89 -5.50 -1.17
C -2.83 -4.50 -1.34
H -3.35 -2.77 -2.48
H -1.35 -3.01 -3.97
H 0.18 -4.96 -3.60
H -1.94 -6.20 -0.34
H -3.70 -4.49 -0.69
C -0.03 4.08 -0.77
C 0.88 2.90 -1.08
C 2.08 3.21 -1.99
C 2.84 4.38 -1.59
N 3.43 5.31 -1.24
H -0.85 3.74 -0.14
H -0.38 4.50 -1.71
H 0.50 4.84 -0.19
H 0.32 2.11 -1.58
H 1.29 2.44 -0.18
H 1.81 3.32 -3.05
H 2.75 2.34 -1.98
C -0.25 0.53 -7.09
C -1.16 -0.31 -6.18
C -0.92 -0.03 -4.71
C 0.45 -0.29 -4.29
N 1.53 -0.50 -3.95
H 0.79 0.22 -7.01
H -0.31 1.56 -6.73
H -0.56 0.50 -8.13
H -1.02 -1.38 -6.35
H -2.19 -0.10 -6.46
H -1.58 -0.64 -4.08
H -1.17 1.01 -4.46
C 3.77 4.28 3.77
C 2.78 3.14 3.94
C 1.71 3.07 2.84
C 0.98 4.33 2.69
N 0.42 5.33 2.60
H 4.61 4.15 4.47
H 3.30 5.25 3.92
H 4.20 4.27 2.77
H 2.30 3.24 4.92
H 3.28 2.17 3.91
H 1.00 2.29 3.11
H 2.22 2.83 1.91
C -1.76 1.88 2.35
C -3.25 2.07 2.09
C -4.12 0.92 2.59
C -3.79 -0.37 1.99
N -3.57 -1.41 1.54
H -1.36 1.03 1.79
H -1.61 1.69 3.42
H -1.24 2.81 2.11
H -3.40 2.23 1.02
H -3.60 3.01 2.54
H -5.17 1.13 2.40
H -3.95 0.79 3.66

Summary:
Net charge   0
HOMO   -10.12 eV
Energy relative to the best compared isomer or geometry (same formula, charge and spin)   0.0 kcal per mole

No. 2
DFT (the ωB97M-V functional and the def2-TZVPD basis) results for a cluster of 2 separate species, C7H14O3 in total at a distorted geometry.

CARTESIAN COORDINATES (ANGSTROEM)
C 0.81 2.94 3.03
C 0.50 2.46 1.62
O 1.71 1.95 1.08
C -0.65 1.45 1.48
C -1.00 1.20 0.04
C -2.20 0.40 -0.32
O -1.14 0.23 -1.24
C -1.77 1.50 2.50
C -0.82 0.34 2.48
H 1.67 3.62 2.99
H 1.07 2.10 3.69
H -0.02 3.50 3.46
H 0.21 3.35 1.03
H 1.66 1.95 0.11
H -1.00 2.18 -0.47
H -2.41 -0.47 0.31
H -3.04 0.94 -0.75
H -2.79 1.34 2.17
H -1.71 2.19 3.33
H -0.07 0.27 3.27
H -1.20 -0.62 2.12
O 0.92 -0.90 -0.38
H 0.09 -1.01 -1.13
H 1.54 -0.44 -0.95

Summary:
Net charge   0
HOMO   -9.83 eV
Energy relative to the best compared isomer or geometry (same formula, charge and spin)   109.4 kcal per mole

No. 3
DFT (the ωB97M-V functional and the def2-TZVPD basis) results for a cluster of 2 separate species, C5H14O in total at a distorted geometry.

CARTESIAN COORDINATES (ANGSTROEM)
C -1.44 -1.13 -1.51
C -1.98 -1.21 0.02
C 0.06 -1.26 -1.67
H -1.67 -0.18 -1.92
H -1.97 -1.89 -2.10
H -1.78 -2.27 0.32
H -1.50 -0.45 0.63
H 0.49 -0.35 -2.15
H 0.20 -2.27 -2.03
H -2.97 -0.73 -0.04
H 0.57 -1.35 -0.60
C 0.74 1.34 1.09
C 2.36 1.51 1.02
O 0.38 2.05 2.26
H 0.28 1.81 0.27
H 0.53 0.30 0.93
H 2.58 1.01 1.97
H -0.48 1.79 2.59
H 2.80 2.47 0.69
H 2.80 0.80 0.23

Summary:
Expectation value of S²   0.75
Net charge   +1
HOMO (spin up / spin down)   -14.31 / -14.21 eV
Energy relative to the best compared isomer or geometry (same formula, charge and spin)   51.7 kcal per mole
Spin multiplicity   2

No. 4
DFT (the ωB97M-V functional and the def2-TZVPD basis) results for a cluster of 5 separate species, C45H62Br2F7NO12S2 in total at a distorted geometry.

CARTESIAN COORDINATES (ANGSTROEM)
C -3.95 4.20 -3.80
C -4.55 5.31 -2.95
C -5.91 4.92 -2.12
C -7.37 5.33 -2.82
C -8.83 5.02 -2.10
C -8.76 4.21 -0.64
Br -10.43 3.68 0.38
C -7.32 3.82 0.04
C -5.83 4.15 -0.65
N -4.56 3.79 0.08
C -4.50 2.34 0.50
C -3.19 1.35 0.16
C -1.94 2.01 -0.74
C -1.20 3.23 0.06
C 0.18 2.83 0.84
C 1.51 2.12 0.18
C 2.81 1.85 1.16
C 2.86 2.26 2.76
C 1.52 2.95 3.44
C 0.23 3.21 2.47
C -3.18 -0.25 0.66
C -1.84 -1.09 0.26
O -0.61 -0.45 0.85
C 0.49 -1.15 0.17
C -4.49 -0.86 1.51
C -4.45 -2.45 1.92
C -3.62 -2.74 3.34
O -3.69 -3.90 4.02
Br -2.38 -1.34 4.13
C -5.78 0.11 1.91
S -7.27 -0.42 2.90
O -7.38 -1.93 3.23
O -8.52 -0.11 1.98
C -7.58 0.50 4.49
F -8.28 -0.48 5.41
F -8.58 1.63 4.36
C -6.27 1.02 5.31
F -6.79 1.96 6.37
F -5.29 1.81 4.52
C -5.47 -0.16 6.15
F -5.53 -1.51 5.54
F -6.13 -0.30 7.51
F -4.10 0.34 6.43
C -5.76 1.69 1.39
S -7.19 2.91 1.72
H -4.50 3.15 -3.87
H -2.93 4.34 -4.35
H -4.06 6.38 -2.96
H -7.34 5.90 -3.86
H -9.87 5.32 -2.54
H -3.79 4.08 -0.55
H -1.22 1.20 -1.18
H -2.49 2.51 -1.68
H -1.98 3.74 0.79
H -0.90 4.04 -0.77
H 1.49 1.85 -0.97
H 3.78 1.38 0.69
H 3.79 2.11 3.47
H 1.47 3.29 4.59
H -0.72 3.73 2.95
H -1.81 -2.20 0.63
H -1.73 -1.13 -0.92
H 0.27 -2.30 -0.02
H 1.49 -1.07 0.78
H 0.71 -0.69 -0.90
H -3.78 -2.98 1.09
H -5.47 -3.01 1.86
C 7.06 1.56 0.26
O 6.02 2.53 0.34
C 6.45 3.76 0.93
C 6.82 4.80 -0.15
O 7.93 4.38 -0.93
C 7.54 3.78 -2.16
H 6.78 0.81 -0.48
H 8.02 2.00 -0.04
H 7.18 1.07 1.23
H 7.30 3.59 1.61
H 5.62 4.15 1.52
H 7.11 5.73 0.36
H 5.95 5.02 -0.79
H 7.30 4.56 -2.89
H 6.67 3.13 -2.05
H 8.37 3.19 -2.54
C 5.66 -1.09 -3.06
O 7.03 -0.69 -2.97
C 7.88 -1.75 -2.51
C 8.56 -2.47 -3.68
O 7.61 -3.14 -4.52
C 7.27 -2.37 -5.67
H 5.15 -0.39 -3.71
H 5.55 -2.10 -3.46
H 5.21 -1.04 -2.06
H 7.32 -2.45 -1.88
H 8.65 -1.29 -1.89
H 9.22 -3.25 -3.27
H 9.18 -1.78 -4.27
H 8.04 -2.49 -6.43
H 7.15 -1.31 -5.44
H 6.32 -2.75 -6.06
C 2.74 -2.87 3.45
O 3.14 -3.26 2.14
C 4.52 -2.98 1.87
C 5.40 -4.22 2.09
O 5.39 -4.63 3.46
C 4.47 -5.69 3.71
H 1.83 -3.40 3.71
H 3.50 -3.09 4.20
H 2.54 -1.79 3.46
H 4.86 -2.14 2.47
H 4.58 -2.69 0.82
H 6.43 -3.96 1.84
H 5.09 -5.05 1.44
H 4.92 -6.64 3.41
H 3.53 -5.56 3.17
H 4.26 -5.72 4.78
C -3.22 -3.10 -5.13
O -3.65 -4.40 -4.73
C -2.79 -5.00 -3.76
C -3.31 -4.80 -2.34
O -3.34 -3.42 -1.96
C -4.63 -2.84 -2.13
H -4.07 -2.57 -5.57
H -2.85 -2.51 -4.29
H -2.43 -3.19 -5.88
H -1.77 -4.61 -3.87
H -2.76 -6.07 -3.98
H -2.63 -5.31 -1.64
H -4.31 -5.25 -2.22
H -5.26 -3.09 -1.27
H -5.12 -3.16 -3.05
H -4.51 -1.75 -2.17

Summary:
Net charge   0
HOMO   -8.35 eV